The following is a DFT calculation (ωB97M-V/def2-TZVPD) of a cluster of 2 separate species, C10H19F9N5OS in total at a distorted geometry.

Element x y z (Å)
C -2.60874 -0.76931 -1.36556
C -2.42945 -2.21599 -0.88939
N -3.00363 -2.51700 0.48024
C -4.44053 -2.76728 0.18579
C -5.28133 -2.19260 1.32162
N -4.32846 -1.19780 1.88540
C -3.06436 -1.50708 1.39257
N -2.08439 -0.82346 1.90051
C -0.65347 -0.97871 1.56426
C -0.11503 0.39637 1.13086
C 1.38741 0.38878 0.79585
F 1.92939 1.30917 1.61750
F 1.97216 -0.75537 1.11032
C 1.75412 0.89102 -0.62733
F 2.97726 1.35680 -0.58211
F 1.01358 1.89420 -0.97932
S 1.73057 -0.39577 -2.00686
F 2.69501 0.49560 -2.86807
F 2.96392 -1.12852 -1.40990
F 0.69949 -1.30163 -1.20193
F 0.50729 0.33605 -2.70651
F 1.68513 -1.44908 -3.15825
H -2.78685 -0.80999 -2.43782
H -1.68637 -0.21852 -1.25308
H -3.47072 -0.26147 -0.93536
H -2.95006 -2.85470 -1.58879
H -1.40068 -2.55759 -0.90314
H -4.83128 -2.27161 -0.70613
H -4.66844 -3.81029 -0.01760
H -6.14638 -1.70367 0.89570
H -5.60142 -2.97695 2.00054
H -4.25067 -1.51513 2.85668
H -2.28269 -0.10284 2.58282
H -0.48797 -1.77635 0.85439
H -0.13958 -1.27085 2.47703
H -0.26528 1.07369 1.96796
H -0.70631 0.81229 0.32270
C 6.15064 3.94654 0.25668
O 6.38801 3.47394 1.35092
N 6.88537 4.96405 -0.28212
N 5.12203 3.49385 -0.52655
H 6.70498 5.36606 -1.18221
H 7.64698 5.31852 0.26691
H 4.56715 2.74793 -0.15750
H 4.90362 3.86472 -1.43174

Forces on the atoms, in the same order (eV/Å):
0.2 -0.6 -0.4
0.8 -0.1 0.2
-1.7 1.6 -1.3
-1.7 -0.8 -0.2
0.6 -0.2 -1.0
0.2 -2.1 1.2
-0.5 0.2 0.1
1.6 -0.2 -0.6
0.1 0.6 0.5
-0.3 -0.8 -0.2
-1.3 1.1 0.7
0.5 0.7 0.2
0.4 -1.1 -0.2
0.7 -1.2 0.1
1.6 -0.1 0.1
-1.7 1.2 -0.2
0.1 0.7 -1.5
0.2 0.3 -0.2
0.2 -0.5 0.8
-0.2 -0.3 0.6
-0.5 0.0 0.1
0.0 -0.4 -0.2
0.0 0.1 -0.1
0.0 0.4 0.3
0.1 0.1 0.2
-0.1 -0.4 0.2
0.2 0.2 -0.1
0.9 0.3 -0.2
0.4 -0.3 0.3
-0.2 0.2 0.2
0.1 0.3 0.5
-0.3 1.3 0.3
-0.3 -0.1 -0.1
-0.2 0.0 -0.2
0.0 -0.1 0.1
0.3 0.1 0.1
0.0 -0.1 -0.3
0.1 0.1 0.0
0.0 -0.1 0.1
0.1 0.1 0.0
-0.1 0.0 -0.1
0.0 0.0 0.0
0.0 0.0 0.0
0.1 0.0 0.0
0.0 0.0 0.0

Computed properties:
Lowest unoccupied orbital energy, eV: -3.10
HOMO energy, eV: -11.38
Total charge: +1
Molar mass, g mol⁻¹: 428.3
Relative energy (zero: lowest compared OMol25 entry of this formula, charge and spin), kJ/mol: 0.0
HOMO-LUMO gap, Eh: 0.3046
Total energy, a.u.: -2038.16981